The following is a quantum chemistry calculation of 11 unconnected molecules or ions with the total composition C25H72O11, from OMol25.

CARTESIAN COORDINATES (ANGSTROEM)
C: -6.84986 -18.39999 -15.84610
C: -7.11774 -18.18929 -17.31199
C: -6.19432 -17.13867 -17.98170
O: -6.70862 -19.40289 -17.98236
H: -5.86342 -18.85378 -15.71928
H: -7.52046 -19.12050 -15.37495
H: -6.84568 -17.47237 -15.27226
H: -8.17886 -18.01347 -17.51144
H: -6.30515 -17.24968 -19.05953
H: -5.18807 -17.43840 -17.69297
H: -6.33972 -16.07505 -17.77300
H: -7.18265 -19.49047 -18.81211
C: -6.87303 -18.09372 -5.46789
C: -7.76889 -17.97361 -6.70244
C: -7.31278 -16.87024 -7.65369
O: -7.60255 -19.18826 -7.43938
H: -7.01464 -17.23828 -4.80418
H: -5.83145 -18.28414 -5.71852
H: -7.18243 -18.98024 -4.90366
H: -8.82468 -17.78870 -6.47963
H: -6.75633 -16.12464 -7.08038
H: -8.15160 -16.44493 -8.20333
H: -6.59358 -17.20460 -8.40453
H: -7.93456 -19.94264 -6.94240
C: -0.33036 -21.05422 -15.19292
C: -1.46164 -21.21126 -14.19942
C: -0.95792 -21.52430 -12.78059
O: -2.06606 -19.90912 -14.14354
H: 0.43970 -21.82402 -15.12254
H: 0.21515 -20.14909 -14.90586
H: -0.66477 -20.90460 -16.21799
H: -2.25567 -21.89043 -14.52520
H: -0.62357 -20.59084 -12.32794
H: -0.09233 -22.18767 -12.74982
H: -1.79498 -21.92109 -12.20504
H: -2.90876 -19.95117 -13.66645
C: -8.19896 -15.56834 -11.80060
C: -7.60548 -14.22328 -11.36939
C: -8.27106 -13.75635 -10.09423
O: -6.22868 -14.55310 -11.11647
H: -7.68002 -15.87850 -12.71174
H: -9.23746 -15.45803 -12.12490
H: -8.14692 -16.32431 -11.02001
H: -7.73671 -13.50504 -12.18293
H: -9.35743 -13.80520 -10.19350
H: -8.00480 -12.73791 -9.79107
H: -8.04528 -14.33182 -9.19325
H: -5.87808 -13.81215 -10.60332
C: -1.29049 -14.03620 -7.63187
C: -2.59900 -14.83422 -7.70363
C: -3.24416 -14.67926 -9.09429
O: -2.34145 -16.19882 -7.48321
H: -1.15652 -13.76205 -6.58083
H: -1.28223 -13.10428 -8.20015
H: -0.38266 -14.57276 -7.90492
H: -3.34622 -14.49971 -6.97434
H: -4.21941 -15.14440 -9.23410
H: -2.55281 -14.88624 -9.91331
H: -3.52009 -13.62716 -9.27570
H: -2.78518 -16.80466 -8.12316
C: 0.13295 -13.97819 -13.48564
C: -1.22077 -13.95305 -12.80536
C: -1.26370 -12.85536 -11.72673
O: -2.28148 -13.94029 -13.73833
H: 0.07433 -13.15204 -14.20445
H: 0.43365 -14.91478 -13.94903
H: 0.95320 -13.68502 -12.82610
H: -1.33374 -14.84867 -12.17933
H: -1.26197 -13.18372 -10.68935
H: -2.11037 -12.17805 -11.87768
H: -0.42172 -12.15985 -11.81077
H: -2.37929 -14.87464 -13.96889
C: -3.19940 -16.12937 -16.01025
C: -1.93360 -16.95161 -15.79343
C: -0.85359 -16.56639 -16.76140
O: -1.37992 -16.81955 -14.46910
H: -3.47632 -16.10919 -17.07180
H: -3.03832 -15.04972 -15.91653
H: -4.12230 -16.44208 -15.52164
H: -2.27861 -17.98434 -15.89869
H: -1.14396 -16.54179 -17.81696
H: 0.01924 -17.21013 -16.66812
H: -0.57797 -15.51027 -16.66561
H: -1.82997 -17.52435 -13.98319
C: -5.18803 -21.06648 -14.09232
O: -4.66998 -20.25165 -13.04257
H: -6.27568 -21.07404 -14.01220
H: -4.88901 -20.77980 -15.09834
H: -4.81229 -22.09324 -14.01112
H: -5.13820 -20.51225 -12.24499
C: -6.40108 -14.36096 -15.09113
O: -5.58237 -13.36424 -15.68361
H: -6.65124 -13.99424 -14.08394
H: -7.29768 -14.66902 -15.61216
H: -5.74665 -15.17873 -14.76084
H: -4.89353 -13.10867 -15.06317
C: -4.64665 -17.07312 -12.46347
O: -5.20829 -17.23725 -11.16320
H: -5.33350 -17.40738 -13.24443
H: -4.36278 -16.02626 -12.58594
H: -3.76104 -17.70417 -12.53022
H: -5.78070 -16.47182 -11.00058
C: -3.61992 -19.46445 -8.98802
O: -3.35066 -18.07048 -9.15515
H: -4.67557 -19.73733 -9.02228
H: -3.11484 -19.93357 -9.84892
H: -3.10243 -19.87633 -8.12350
H: -3.99470 -17.80643 -9.84173

structure (SMILES) = CC(C)O.CC(C)O.CC(C)O.CC(C)O.CC(C)O.CC(C)O.CC(C)O.CO.CO.CO.CO
DFT total energy = -1823.21416 Eh
2S+1 = 1
ΔE to the lowest compared entry with this formula, charge and spin = 42.9 kcal/mol
highest occupied orbital energy = -9.3 eV

---

The following is a quantum chemistry calculation of 9 unconnected molecules or ions with the total composition C25H73Cl3O32P8, from OMol25.

CARTESIAN COORDINATES (ANGSTROEM)
C: 1.48654 2.15526 -3.54845
O: 1.14879 0.85146 -4.07476
P: -0.26147 0.56936 -4.77142
O: -1.34670 1.07596 -3.87249
O: -0.11714 1.23801 -6.21457
C: -0.25268 2.65176 -6.31819
O: -0.23100 -1.03826 -5.05370
C: -1.34935 -1.84876 -5.05755
H: 0.63951 2.82488 -3.39934
H: 2.19850 2.62336 -4.22823
H: 1.88772 2.06602 -2.53890
H: -0.47165 3.27341 -5.45003
H: -1.06465 2.80603 -7.02885
H: 0.64133 3.06182 -6.78796
H: -1.12500 -2.78614 -4.54855
H: -1.64740 -2.00291 -6.09461
H: -2.13606 -1.42677 -4.43217
C: -1.94067 4.38856 -2.52416
O: -2.75740 5.39233 -2.06968
P: -4.08970 5.19123 -1.12869
O: -3.83797 4.64631 0.21484
O: -5.11701 4.37827 -2.05213
C: -6.44630 4.22659 -1.73551
O: -4.73436 6.70936 -1.16983
C: -5.06512 7.33506 -2.42044
H: -1.53954 4.65659 -3.50158
H: -2.44514 3.42624 -2.61120
H: -1.15459 4.23878 -1.78404
H: -6.67907 4.44713 -0.69374
H: -6.51148 3.13854 -1.73547
H: -7.08412 4.59995 -2.53668
H: -6.08567 7.71720 -2.39694
H: -4.99728 6.69771 -3.30207
H: -4.43806 8.20132 -2.63137
C: 5.48057 -0.34824 0.07328
O: 5.69976 -1.47659 0.88398
P: 6.88566 -1.62230 2.01873
O: 6.62262 -0.89761 3.33653
O: 8.21607 -1.14739 1.18841
C: 8.61166 -1.79431 -0.03209
O: 7.05263 -3.27348 2.06208
C: 6.38980 -3.99852 3.06261
H: 4.43806 -0.33424 -0.24463
H: 6.19945 -0.41834 -0.74307
H: 5.70550 0.56321 0.62715
H: 8.16978 -2.78250 -0.15984
H: 9.69874 -1.87244 -0.04831
H: 8.29503 -1.25445 -0.92450
H: 7.12997 -4.27790 3.81242
H: 5.97619 -4.94454 2.71324
H: 5.55805 -3.40654 3.44452
C: 0.73824 3.64507 2.66622
O: 1.25437 2.31436 2.91354
P: 0.58537 1.36595 4.04314
O: 0.58145 2.07033 5.36567
O: -0.83455 0.88959 3.36573
C: -2.03812 1.52491 3.81912
O: 1.48116 0.02975 4.04864
C: 2.84593 0.13615 4.37775
H: 0.85968 3.86333 1.60523
H: 1.50676 4.22378 3.17865
H: -0.22787 3.95801 3.06217
H: -2.71473 0.72006 4.10635
H: -2.54007 2.13959 3.07192
H: -1.90702 2.16444 4.69200
H: 3.04822 1.12056 4.79979
H: 3.47226 -0.12759 3.52554
H: 3.06664 -0.56775 5.18018
C: -7.57713 -2.45241 -2.48362
O: -7.51314 -1.09609 -2.98444
P: -6.03774 -0.39495 -3.37753
O: -6.19137 0.99330 -3.88699
O: -5.09534 -0.57752 -2.04456
C: -3.78872 -0.03376 -2.02284
O: -5.36415 -1.40854 -4.43515
C: -5.72420 -1.47532 -5.78115
H: -8.13301 -2.98647 -3.25425
H: -8.03148 -2.55850 -1.49852
H: -6.58449 -2.87648 -2.33215
H: -3.22523 -0.65954 -2.71494
H: -3.41925 -0.09175 -0.99901
H: -3.67861 1.00175 -2.34486
H: -6.15015 -2.42977 -6.09051
H: -4.79132 -1.33292 -6.32664
H: -6.48457 -0.72558 -5.99987
C: 6.04599 5.29501 -1.06250
O: 5.44334 4.09606 -1.53744
P: 4.26602 3.38246 -0.63413
O: 3.86706 2.04833 -1.12005
O: 4.93393 3.37609 0.84794
C: 4.39537 2.54732 1.86182
O: 3.06703 4.44007 -0.53749
C: 2.18586 4.73343 -1.62381
H: 7.00113 5.08326 -0.58192
H: 5.48947 5.72688 -0.23070
H: 6.13725 6.08639 -1.80649
H: 3.64700 1.81672 1.55481
H: 4.03350 3.22104 2.63853
H: 5.11582 1.89969 2.36144
H: 1.22493 4.22945 -1.52033
H: 2.58741 4.50025 -2.60995
H: 1.99179 5.80340 -1.69863
C: -1.75562 -2.85381 2.71162
O: -2.11944 -4.22180 3.05335
P: -3.20181 -4.61769 4.18868
O: -2.84796 -4.29510 5.60664
O: -4.66066 -4.10512 3.67307
C: -5.10515 -4.35164 2.36721
O: -3.40901 -6.19330 3.91368
C: -2.29827 -7.11502 3.91501
H: -1.82980 -2.18635 3.57015
H: -2.37578 -2.36781 1.95843
H: -0.75878 -2.86628 2.27086
H: -5.15854 -3.44313 1.76732
H: -6.13586 -4.70602 2.37960
H: -4.56589 -5.05399 1.73160
H: -1.48049 -6.74372 4.53264
H: -1.90813 -7.25997 2.90760
H: -2.63301 -8.11071 4.20597
C: 2.39647 -2.98320 0.97490
O: 3.22251 -3.85701 1.67718
P: 2.48327 -4.53887 2.98204
O: 3.42783 -5.26428 3.85036
O: 1.88549 -3.21558 3.79331
C: 1.23114 -3.49326 5.03818
O: 1.12401 -5.26248 2.42180
C: 1.12004 -6.09777 1.21539
H: 2.56987 -1.99022 1.38964
H: 1.32102 -3.15939 0.95320
H: 2.74388 -2.88459 -0.05353
H: 1.80046 -4.26067 5.56263
H: 0.15389 -3.65609 5.00464
H: 1.37419 -2.54926 5.56402
H: 2.12683 -6.27478 0.83706
H: 0.38819 -5.75256 0.48509
H: 0.75016 -7.06569 1.55365
C: 0.04003 0.41757 -0.28774
Cl: -1.00449 -1.02082 -0.09327
Cl: 1.62863 0.23151 0.52224
Cl: -0.78464 1.95603 0.09944
H: 0.21929 0.36151 -1.36143

structure (SMILES) = COP(=O)(OC)OC.COP(=O)(OC)OC.COP(=O)(OC)OC.COP(=O)(OC)OC.COP(=O)(OC)OC.COP(=O)(OC)OC.COP(=O)(OC)OC.COP(=O)(OC)OC.ClC(Cl)Cl
DFT total energy = -7516.04786 Eh
2S+1 = 1
ΔE to the lowest compared entry with this formula, charge and spin = 97.1 kcal/mol
highest occupied orbital energy = -10.2 eV